Density functional theory data (ωB97M-V with the def2-TZVPD basis set) for one molecule with the formula C24H32N4O2.

Geometry as XYZ:
```
62
Properties=species:S:1:pos:R:3:forces:R:3
C -5.675689 -1.737729 -5.149034 -0.037 -0.051 0.054
C -4.577810 -1.363889 -4.201463 0.066 -0.018 -0.023
C -3.327577 -1.961845 -4.281642 -0.136 0.095 -0.018
C -2.315950 -1.632948 -3.397402 0.119 0.123 0.240
C -2.541931 -0.677102 -2.415005 -0.632 -0.166 -0.461
N -1.551714 -0.302052 -1.496824 0.709 0.097 0.324
N -1.918522 0.094299 -0.269958 -0.644 0.055 0.502
C -0.814731 0.419641 0.366195 0.058 -0.070 -0.387
C 0.307295 0.241165 -0.458613 -0.069 -0.216 -0.338
C -0.203729 -0.226547 -1.653186 0.226 0.151 0.358
C 0.597723 -0.493546 -2.874819 0.139 0.025 -0.070
C 1.949527 0.240829 -2.770010 0.114 -0.088 -0.113
C 2.886397 -0.279269 -3.862947 -0.191 0.069 0.212
C 1.741306 1.744065 -2.963281 0.003 -0.197 0.056
C 2.573937 -0.055008 -1.396736 -0.197 0.232 -0.008
C 1.755573 0.504394 -0.221568 0.139 0.090 -0.154
N 2.193651 -0.082917 1.031890 -0.230 -0.159 -0.226
C 2.958522 0.582531 1.924854 0.101 -0.478 0.235
O 3.286928 1.742381 1.772872 0.156 0.408 0.052
C 3.367477 -0.230642 3.140717 -0.026 0.295 0.189
C 2.996499 0.495923 4.439999 0.299 -0.294 -0.005
N 1.565605 0.529200 4.668557 0.232 0.185 -0.029
C 0.836767 1.639639 4.090131 -0.341 0.404 -0.056
C -0.547617 1.799622 4.700882 0.075 -0.169 -0.261
C -1.268991 0.461104 4.642013 0.001 0.149 0.243
C -0.495011 -0.540447 5.485147 -0.084 -0.111 -0.119
C 0.997788 -0.573798 5.210181 -0.359 -0.079 0.203
O 1.666967 -1.543054 5.526212 0.127 -0.299 0.049
C -3.797019 -0.082936 -2.313382 0.132 0.042 0.043
C -4.798549 -0.426891 -3.197021 0.123 -0.101 -0.048
H -6.259736 -0.863076 -5.427121 -0.063 0.020 -0.071
H -5.274872 -2.196305 -6.049560 -0.031 -0.022 -0.082
H -6.349474 -2.451909 -4.674744 -0.087 -0.046 -0.049
H -3.140130 -2.705166 -5.043123 0.016 -0.067 -0.078
H -1.366799 -2.138519 -3.463808 0.115 -0.038 0.015
H -0.856920 0.771894 1.377394 -0.056 0.069 0.245
H 0.788825 -1.567596 -2.973586 -0.022 0.002 -0.087
H 0.058806 -0.165373 -3.767432 0.026 -0.047 -0.053
H 2.434100 -0.151744 -4.844101 -0.035 0.009 -0.147
H 3.102627 -1.336053 -3.719480 0.036 -0.139 0.001
H 3.826606 0.266355 -3.846665 0.132 0.060 -0.021
H 0.969037 2.121927 -2.298857 -0.080 0.123 0.069
H 1.439676 1.951986 -3.987924 -0.041 0.047 -0.109
H 2.663794 2.282907 -2.761983 0.122 0.108 0.010
H 2.651746 -1.139598 -1.276089 0.035 -0.061 0.009
H 3.582556 0.358349 -1.352625 0.073 -0.024 0.008
H 1.940879 1.580397 -0.113032 -0.019 -0.185 -0.057
H 1.964132 -1.051679 1.189480 0.054 0.067 0.099
H 2.910707 -1.220165 3.140963 0.052 -0.036 0.023
H 4.452797 -0.343729 3.111488 0.007 -0.036 -0.073
H 3.371401 1.520523 4.401100 -0.043 -0.063 0.018
H 3.448732 -0.035364 5.281029 0.004 0.137 -0.136
H 1.427683 2.548141 4.243080 -0.035 -0.104 -0.071
H 0.745142 1.492197 3.005493 -0.018 0.121 0.063
H -1.093994 2.567090 4.151065 0.034 0.049 0.023
H -0.458715 2.120782 5.740621 -0.006 0.060 0.039
H -2.289568 0.554134 5.017688 -0.010 -0.046 -0.073
H -1.325900 0.115026 3.607693 -0.046 -0.009 -0.057
H -0.874319 -1.555054 5.351782 0.118 0.035 0.061
H -0.602794 -0.295247 6.546282 0.014 -0.031 -0.009
H -3.964913 0.639317 -1.530545 -0.020 0.058 0.036
H -5.768233 0.041381 -3.111238 -0.098 0.069 0.013
```
Forces are in eV/Å.

- 2S+1 = 1
- net charge = 0
- energy above the lowest of the compared OMol25 structures with the same formula, charge and spin (kJ/mol) = 0.7
- lowest unoccupied orbital energy (eV) = 0.60
- structure (SMILES) = Cc1ccc(-n2ncc3c2CC(C)(C)C[C@@H]3NC(=O)CCN2CCCCC2=O)cc1
- DFT total energy (Eh) = -1303.31069
- HOMO energy (eV) = -8.48

Density functional theory data (ωB97M-V with the def2-TZVPD basis set) for a 2-piece molecular cluster, CH5N2S2 overall at a distorted geometry.

Geometry as XYZ:
```
10
Properties=species:S:1:pos:R:3:forces:R:3
C -1.702559 1.250920 0.145946 -1.655 0.479 -0.322
N 0.296297 -1.090658 -0.453080 0.940 1.169 2.681
N -0.551535 1.755167 0.207363 -0.391 0.117 -0.275
S -3.270401 -1.086453 0.365889 -0.431 -0.440 -0.030
S -3.159734 0.650153 -0.379421 2.228 0.416 0.939
H 1.020021 -0.984812 0.345019 -1.654 -0.610 -1.705
H 0.810842 -0.966689 -1.279143 0.966 0.273 -1.436
H -0.190019 2.411537 0.914687 -0.477 -0.447 -0.014
H 0.045965 1.568757 -0.583393 0.708 -0.177 -0.213
H -0.007036 -2.039000 -0.499552 -0.236 -0.781 0.375
```
Forces are in eV/Å.

- 2S+1 = 1
- net charge = +1
- energy above the lowest of the compared OMol25 structures with the same formula, charge and spin (kJ/mol) = 356.0
- lowest unoccupied orbital energy (spin up / spin down) (eV) = -6.27 / -6.04
- DFT total energy (Eh) = -946.61512
- HOMO energy (spin up / spin down) (eV) = -13.85 / -13.86